# 1
Below is 3 unconnected molecules or ions with the total composition C35H67N8O3P2S in a non-equilibrium geometry, with properties calculated with wB97M-V/def2-TZVPD.

XYZ file:
```
116
Properties=species:S:1:pos:R:3
C 1.23 -0.33 1.21
C 0.87 -1.11 0.36
C 0.27 -2.23 -0.46
C 1.25 -2.69 -1.58
C 1.65 -1.53 -2.58
C 0.53 -0.50 -2.79
C -0.70 -0.99 -3.34
O -0.91 -2.28 -3.66
C -1.76 -0.06 -3.53
C -3.13 -0.47 -4.06
C -3.92 -1.27 -3.23
C -5.21 -1.62 -3.71
C -5.60 -1.14 -4.98
C -4.66 -0.36 -5.69
N -3.44 -0.02 -5.27
C -1.54 1.27 -3.20
N -0.38 1.73 -2.69
C -0.33 3.17 -2.37
C -1.45 3.59 -1.38
C -1.20 3.10 0.08
C -1.85 1.72 0.39
C -3.18 1.80 1.19
C -3.83 0.41 1.42
C -5.18 0.48 2.17
C -5.79 -0.93 2.46
C 0.64 0.86 -2.46
S 2.19 1.41 -1.73
H 1.33 0.34 2.05
H -0.70 -1.87 -0.85
H 0.09 -3.11 0.19
H 2.18 -3.07 -1.14
H 0.78 -3.48 -2.19
H 2.59 -1.10 -2.21
H 1.89 -1.98 -3.57
H -0.19 -2.60 -4.24
H -3.59 -1.61 -2.24
H -5.89 -2.24 -3.10
H -6.60 -1.39 -5.35
H -4.96 0.00 -6.69
H -2.36 1.97 -3.35
H 0.65 3.53 -2.04
H -0.54 3.71 -3.32
H -2.46 3.27 -1.70
H -1.47 4.70 -1.35
H -0.09 3.04 0.21
H -1.63 3.84 0.79
H -1.13 1.16 1.03
H -2.02 1.09 -0.51
H -2.99 2.23 2.20
H -3.92 2.45 0.68
H -4.05 -0.03 0.41
H -3.17 -0.27 1.99
H -5.94 1.03 1.58
H -5.09 0.99 3.15
H -5.02 -1.73 2.51
H -6.51 -1.24 1.68
H -6.36 -0.93 3.41
H 2.89 2.18 -2.61
O -4.68 -1.76 5.83
P -4.31 -3.13 6.38
N -5.39 -3.12 7.70
C -5.22 -2.47 8.99
C -6.80 -3.28 7.35
N -2.64 -2.71 6.69
C -2.10 -2.36 7.99
C -2.05 -1.82 5.69
N -3.92 -4.77 6.80
C -4.00 -5.43 8.09
C -3.08 -5.48 5.84
H -5.84 -2.98 9.74
H -5.49 -1.41 8.96
H -4.21 -2.57 9.37
H -7.02 -4.33 7.14
H -7.06 -2.70 6.46
H -7.47 -2.96 8.15
H -2.55 -1.45 8.39
H -1.02 -2.20 7.91
H -2.20 -3.18 8.70
H -2.30 -0.77 5.88
H -2.38 -2.08 4.69
H -0.96 -1.92 5.70
H -3.43 -4.91 8.87
H -3.61 -6.44 8.03
H -5.03 -5.53 8.43
H -2.02 -5.38 6.08
H -3.24 -5.09 4.83
H -3.34 -6.54 5.80
O 9.05 1.41 -3.78
P 8.22 2.19 -4.78
N 9.15 3.63 -4.76
C 9.11 4.71 -3.79
C 10.46 3.53 -5.41
N 6.76 2.15 -3.83
C 6.25 3.25 -3.03
C 6.55 0.91 -3.09
N 7.30 2.88 -6.08
C 7.07 4.27 -6.41
C 6.36 1.96 -6.73
H 9.47 5.63 -4.25
H 9.70 4.49 -2.90
H 8.09 4.95 -3.48
H 10.34 3.58 -6.50
H 10.95 2.58 -5.17
H 11.14 4.33 -5.11
H 6.94 3.51 -2.21
H 5.29 2.98 -2.58
H 6.03 4.13 -3.63
H 7.12 0.91 -2.14
H 6.87 0.04 -3.67
H 5.49 0.77 -2.86
H 6.63 4.83 -5.58
H 6.38 4.36 -7.25
H 7.99 4.77 -6.72
H 5.37 2.02 -6.27
H 6.71 0.93 -6.65
H 6.27 2.18 -7.80
```

- Calculated total energy: -3117.97424 hartree
- F_max: 7.31 eV/Å
- HOMO-LUMO gap: 5.68 eV
- Charge: +1
- HOMO: -9.3 eV
- Multiplicity: 1

---

# 2
Below is 2 unconnected molecules or ions with the total composition C5H7ClO in a non-equilibrium geometry, with properties calculated with wB97M-V/def2-TZVPD.

XYZ file:
```
14
Properties=species:S:1:pos:R:3
C 1.50 -1.93 -0.48
C 1.41 -0.63 -0.59
C -1.76 -0.60 0.68
C 0.38 0.16 0.02
C -0.62 2.13 0.49
O 0.58 1.41 0.12
Cl -2.52 -0.34 -0.86
H 2.33 -2.49 -1.03
H 0.97 -2.64 0.31
H 2.06 -0.13 -1.18
H -1.74 -1.79 0.69
H -0.60 2.08 1.61
H -1.39 1.62 0.06
H -0.59 3.16 0.17
```

- Calculated total energy: -729.87266 hartree
- F_max: 4.16 eV/Å
- HOMO-LUMO gap: 6.98 eV
- Charge: 0
- HOMO: -7.5 eV
- Multiplicity: 1
- Energy above the lowest of the compared OMol25 structures with the same formula, charge and spin: 163.9 kcal/mol

---

# 3
Below is 2 unconnected molecules or ions with the total composition C7H15NO3S2 in a non-equilibrium geometry, with properties calculated with wB97M-V/def2-TZVPD.

XYZ file:
```
28
Properties=species:S:1:pos:R:3
C -3.04 0.13 -0.31
C 1.96 -0.54 1.01
C 1.99 0.97 -0.87
C 1.64 -1.39 -1.20
C -2.23 0.77 0.82
C -0.08 -0.11 -0.20
C -0.80 1.09 0.37
N 1.36 -0.25 -0.31
O -2.90 0.70 -1.50
O -3.74 -0.83 -0.13
O -0.68 1.78 -0.76
S -0.97 -2.64 0.91
S 0.07 1.94 1.81
H 3.03 -0.72 0.90
H 1.80 0.30 1.68
H 1.48 -1.42 1.43
H 1.50 1.22 -1.81
H 1.84 1.81 -0.19
H 3.05 0.80 -1.03
H 1.26 -1.19 -2.20
H 2.71 -1.57 -1.25
H 1.13 -2.28 -0.80
H -2.72 1.71 1.08
H -2.23 0.10 1.68
H -0.60 -0.52 -1.05
H -2.14 1.36 -1.46
H -2.23 -2.38 0.60
H -0.46 1.18 2.76
```

- Calculated total energy: -1352.43240 hartree
- F_max: 2.21 eV/Å
- HOMO-LUMO gap (spin up / spin down): 6.84 / 6.84 eV
- Charge: 0
- HOMO (spin up / spin down): -8.2 / -8.2 eV
- Multiplicity: 1

---

# 4
Below is 4 unconnected molecules or ions with the total composition C22H52N3O2 in a non-equilibrium geometry, with properties calculated with wB97M-V/def2-TZVPD.

XYZ file:
```
79
Properties=species:S:1:pos:R:3
O 0.21 2.92 6.84
N 0.73 3.18 5.85
O 0.31 2.24 4.78
C 0.05 2.87 3.57
C 1.11 3.82 3.01
N 0.57 5.15 2.78
C -0.10 5.71 3.95
C -1.36 4.89 4.25
N -1.30 3.54 3.61
H -0.05 2.04 2.87
H 2.00 3.81 3.65
H 1.40 3.41 2.04
H 1.32 5.77 2.50
H 0.54 5.78 4.82
H -0.43 6.71 3.70
H -2.26 5.39 3.91
H -1.45 4.74 5.32
H -1.97 2.90 4.04
H -1.59 3.63 2.63
C 0.04 2.25 -0.11
C -1.07 1.63 -0.95
C -2.01 0.77 -0.11
C -1.35 -0.42 0.59
C -0.62 -1.39 -0.34
C -1.53 -2.04 -1.37
H 0.68 1.49 0.34
H 0.68 2.90 -0.72
H -0.39 2.87 0.69
H -0.63 1.04 -1.76
H -1.65 2.42 -1.43
H -2.82 0.41 -0.75
H -2.49 1.40 0.65
H -2.12 -0.97 1.14
H -0.65 -0.06 1.35
H -0.15 -2.16 0.27
H 0.20 -0.86 -0.85
H -2.33 -2.60 -0.89
H -0.96 -2.74 -1.99
H -1.98 -1.31 -2.04
C 3.74 0.49 4.07
C 2.64 0.03 3.12
C 1.61 -0.88 3.78
C 2.15 -2.21 4.31
C 2.85 -3.07 3.27
C 1.94 -3.50 2.12
H 4.32 -0.35 4.45
H 4.43 1.17 3.57
H 3.32 1.02 4.93
H 3.09 -0.47 2.26
H 2.12 0.91 2.72
H 0.81 -1.09 3.06
H 1.13 -0.34 4.60
H 1.32 -2.77 4.74
H 2.84 -2.02 5.14
H 3.24 -3.97 3.76
H 3.72 -2.55 2.87
H 1.07 -4.05 2.49
H 2.47 -4.14 1.42
H 1.57 -2.64 1.55
C -0.16 -1.05 -5.18
C -1.47 -1.83 -5.29
C -1.29 -3.27 -5.78
C -0.69 -3.40 -7.18
C -1.47 -2.69 -8.28
C -2.90 -3.22 -8.45
H 0.33 -0.95 -6.15
H -0.33 -0.04 -4.80
H 0.53 -1.55 -4.50
H -2.16 -1.29 -5.95
H -1.95 -1.85 -4.31
H -2.26 -3.77 -5.74
H -0.64 -3.80 -5.07
H -0.62 -4.47 -7.42
H 0.34 -3.03 -7.17
H -0.93 -2.82 -9.22
H -1.50 -1.62 -8.09
H -2.89 -4.29 -8.68
H -3.40 -2.71 -9.27
H -3.50 -3.07 -7.55
```

- Calculated total energy: -1183.84174 hartree
- F_max: 1.02 eV/Å
- HOMO-LUMO gap: 8.09 eV
- Charge: +1
- HOMO: -12.2 eV
- Multiplicity: 1

---

# 5
Below is 2 unconnected molecules or ions with the total composition C5H3NO in a non-equilibrium geometry, with properties calculated with wB97M-V/def2-TZVPD.

XYZ file:
```
10
Properties=species:S:1:pos:R:3
N 2.46 -0.95 -0.15
C 1.85 0.03 0.01
C 1.15 1.24 0.20
C -0.12 1.35 0.56
O -1.21 1.58 0.88
H 1.66 2.20 0.10
C -1.93 -1.15 -0.37
C -0.86 -1.70 -0.48
H -2.90 -0.72 -0.29
H 0.07 -2.21 -0.59
```

- Calculated total energy: -322.19872 hartree
- F_max: 1.20 eV/Å
- SMILES: N#CC=C=O.C#C
- HOMO-LUMO gap: 10.07 eV
- Charge: 0
- HOMO: -10.0 eV
- Multiplicity: 1
- Energy above the lowest of the compared OMol25 structures with the same formula, charge and spin: 58.4 kcal/mol

---

# 6
Below is 2 unconnected molecules or ions with the total composition C7H8N2O4P in a non-equilibrium geometry, with properties calculated with wB97M-V/def2-TZVPD.

XYZ file:
```
22
Properties=species:S:1:pos:R:3
C -2.91 -1.04 1.56
C -2.49 -2.36 1.55
C -2.01 -0.06 1.17
C -1.20 -2.65 1.14
C -0.73 -0.46 0.78
C 2.88 1.69 -1.50
C 2.05 0.71 -0.71
N -0.34 -1.71 0.75
N 1.49 -0.34 -1.51
O 2.21 2.40 -2.40
O -0.14 2.26 -1.26
O 4.07 1.82 -1.34
O 0.98 2.76 0.99
P 0.66 1.79 -0.08
H -3.92 -0.78 1.86
H -3.16 -3.16 1.85
H -2.28 0.99 1.14
H -0.83 -3.67 1.11
H 2.63 0.30 0.12
H 0.94 -0.93 -0.88
H 0.83 0.07 -2.17
H 1.24 2.38 -2.16
```

- Calculated total energy: -1023.46368 hartree
- F_max: 3.34 eV/Å
- HOMO-LUMO gap (spin up / spin down): 7.70 / 7.70 eV
- Charge: -1
- HOMO (spin up / spin down): -4.4 / -4.4 eV
- Multiplicity: 1
- Energy above the lowest of the compared OMol25 structures with the same formula, charge and spin: 0.0 kcal/mol

---

# 7
Below is C4H7N3 in the gas phase in a non-equilibrium geometry, with properties calculated with wB97M-V/def2-TZVPD.

XYZ file:
```
14
Properties=species:S:1:pos:R:3
N -1.87 1.55 0.67
C -0.86 0.73 0.24
C -0.29 0.47 -0.95
C 0.69 -0.50 -0.32
N 2.02 -0.77 -0.75
N -0.02 -1.56 0.40
C 0.05 -0.20 1.02
H -2.33 1.28 1.52
H -2.50 1.86 -0.06
H -0.58 0.64 -1.97
H 1.99 -1.47 -1.49
H 2.44 0.06 -1.17
H 0.75 -2.06 0.86
H 0.49 -0.01 1.99
```

- Calculated total energy: -320.77458 hartree
- F_max: 1.05 eV/Å
- SMILES: NC1=C[C@]2(N)N[C@H]12
- HOMO-LUMO gap: 8.61 eV
- Charge: 0
- HOMO: -7.5 eV
- Multiplicity: 1
- Energy above the lowest of the compared OMol25 structures with the same formula, charge and spin: 68.2 kcal/mol

---

# 8
Below is 2 unconnected molecules or ions with the total composition BrH2P in a non-equilibrium geometry, with properties calculated with wB97M-V/def2-TZVPD.

XYZ file:
```
4
Properties=species:S:1:pos:R:3
P 0.57 -0.32 -0.41
Br -0.20 -1.55 1.20
H -0.66 -0.21 -1.09
H 0.29 2.08 0.30
```

- Calculated total energy: -2916.44637 hartree
- F_max: 1.64 eV/Å
- HOMO-LUMO gap (spin up / spin down): 8.05 / 8.62 eV
- Charge: 0
- HOMO (spin up / spin down): -8.9 / -10.0 eV
- Multiplicity: 1
- Energy above the lowest of the compared OMol25 structures with the same formula, charge and spin: 70.6 kcal/mol

---

Question: Number 4 is which compound?
Answer: C22H52N3O2

---

Question: Which value of F_max does entry 1 give?
Answer: 7.31 eV/Å